Formula: C33H60N2O5
Source: the OMol25 dataset
Level of theory: wB97M-V/def2-TZVPD

Structure (XYZ):
```
100
Properties=species:S:1:pos:R:3:forces:R:3
C 4.78001 0.69498 -1.75072 0.4 0.8 -0.9
C 4.83174 0.97521 -3.26245 -0.3 0.2 0.2
C 4.42298 2.40228 -3.70571 0.3 0.0 -0.2
C 4.53570 3.50996 -2.64498 -0.1 0.2 -0.2
C 3.22851 3.75632 -1.86749 0.0 0.0 0.1
C 2.56661 5.10351 -2.16660 0.1 0.0 0.1
C 1.11271 5.23809 -1.69700 -0.1 0.1 -0.1
C 0.21623 4.05685 -2.09964 0.1 0.1 0.1
C 0.17279 2.98309 -1.00465 -0.2 0.1 0.1
C -0.44716 1.67704 -1.37814 0.1 -0.3 -0.4
C -0.24942 0.84401 -2.41903 0.1 0.3 0.2
C 0.70755 1.03601 -3.57000 0.0 -0.2 0.1
C 1.02018 -0.17413 -4.47583 0.1 0.1 -0.1
C -1.11466 -0.35348 -2.18618 0.1 -0.5 -0.1
O -1.29974 -1.32716 -2.85171 0.0 0.3 0.2
O -1.73197 -0.21935 -0.95279 -0.2 0.2 -0.2
C -1.43000 1.03507 -0.47295 -0.3 0.0 0.6
O -1.93007 1.45756 0.52965 0.3 -0.1 -0.4
H 4.46205 -0.33741 -1.57443 0.9 2.6 -0.7
H 4.06799 1.34066 -1.23574 0.0 0.1 0.1
H 5.76220 0.79687 -1.28617 0.0 0.3 0.1
H 4.15861 0.26312 -3.75027 0.1 0.0 -0.1
H 5.82775 0.75160 -3.65071 0.0 0.0 0.1
H 5.04529 2.69034 -4.55854 -0.1 -0.1 0.0
H 3.39834 2.38213 -4.09571 0.0 0.1 0.1
H 4.80279 4.43533 -3.16667 0.0 0.0 0.1
H 5.35187 3.30351 -1.95141 0.0 -0.1 -0.1
H 3.40821 3.68594 -0.78831 -0.1 0.0 0.0
H 2.53074 2.95109 -2.11270 0.1 0.1 0.0
H 2.61846 5.30040 -3.24357 -0.1 -0.1 0.0
H 3.15422 5.89537 -1.68756 0.0 0.0 -0.1
H 1.06683 5.37681 -0.61033 0.0 -0.1 0.0
H 0.70775 6.15624 -2.13394 0.0 0.0 0.1
H 0.59036 3.65650 -3.04561 -0.1 0.0 0.0
H -0.80724 4.40275 -2.26736 0.1 0.0 -0.1
H 1.17674 2.78782 -0.61553 0.0 0.0 0.0
H -0.40080 3.38302 -0.16376 0.1 0.0 0.0
H 0.33453 1.86103 -4.18092 0.0 0.0 0.0
H 1.64025 1.38798 -3.11709 -0.1 0.1 -0.1
H 0.48407 -1.06978 -4.17948 0.0 0.0 -0.1
H 0.76459 0.04862 -5.51259 -0.1 0.0 0.1
H 2.09015 -0.39141 -4.45748 -0.1 0.0 0.0
C -5.34067 -0.88458 5.02557 0.0 0.0 -0.1
C -6.24774 -1.56772 3.99127 0.1 0.2 0.4
C -5.54269 -2.76874 3.36026 0.1 -0.1 -0.2
C -4.39081 -2.36402 2.44080 0.0 0.1 0.0
C -4.85991 -1.38481 1.36450 0.0 -0.3 0.0
C -5.63202 -0.17576 1.90575 0.2 0.5 0.0
N -6.66117 -0.63647 2.89282 -0.1 -0.7 -0.5
O -7.77132 -0.98168 2.34066 0.1 0.3 0.2
C -4.67255 0.85551 2.51381 -0.1 0.0 0.1
C -6.36082 0.51405 0.75896 0.0 0.0 -0.1
C -7.50474 -2.01320 4.72776 -0.1 -0.1 0.0
H -5.28175 -1.51872 5.91065 -0.1 0.0 0.0
H -4.32143 -0.72988 4.68701 0.0 0.0 0.0
H -5.75396 0.07849 5.32671 0.0 0.0 0.0
H -6.27468 -3.34039 2.78141 -0.1 0.1 0.0
H -5.18745 -3.42325 4.16004 0.0 0.0 0.0
H -3.56816 -1.93270 3.01761 0.0 0.0 0.0
H -3.98525 -3.25503 1.95777 0.0 0.0 0.0
H -4.00490 -1.01243 0.79589 0.0 0.0 0.0
H -5.50044 -1.92158 0.65779 -0.1 0.0 0.1
H -5.22985 1.66244 2.99318 0.0 0.0 0.0
H -4.06514 1.28732 1.72200 0.0 0.0 -0.1
H -3.97788 0.44283 3.23883 0.0 0.0 0.0
H -6.98523 -0.17601 0.19745 0.0 0.0 0.1
H -5.61561 0.93501 0.08277 0.0 0.0 0.0
H -6.99258 1.32300 1.12688 0.0 0.0 0.0
H -8.03028 -1.15518 5.14891 0.0 0.0 0.0
H -7.21565 -2.67595 5.54413 0.0 0.0 0.0
H -8.19103 -2.54762 4.07680 0.0 0.0 0.0
C 3.99115 -3.21005 2.11037 -0.1 0.0 -0.1
C 4.03248 -1.98484 1.18537 0.3 -0.4 0.3
C 3.16020 -0.85656 1.73701 -0.2 0.1 0.0
C 1.66588 -1.16763 1.65848 0.0 -0.1 0.0
C 1.25133 -1.52476 0.23101 0.0 0.2 0.2
C 2.11314 -2.61024 -0.42726 -0.2 -0.4 0.0
N 3.56257 -2.30251 -0.20187 -0.7 0.5 0.3
O 4.04730 -1.49965 -1.08451 -0.8 -4.2 1.1
C 1.73386 -4.00489 0.09158 0.2 0.0 0.1
C 1.86259 -2.60108 -1.92680 -0.1 0.1 -0.2
C 5.48695 -1.53971 1.09937 0.1 0.1 0.0
H 4.56736 -2.98841 3.00879 0.1 0.0 0.0
H 2.99432 -3.48144 2.44259 0.0 0.0 0.0
H 4.44169 -4.07668 1.62579 0.0 0.0 0.0
H 3.36365 0.05492 1.16542 0.1 0.0 -0.1
H 3.45908 -0.65854 2.76894 0.0 0.0 0.0
H 1.40090 -1.97458 2.34635 0.0 0.0 0.0
H 1.09787 -0.29503 1.98664 0.0 0.0 0.0
H 0.21143 -1.85972 0.21166 0.0 0.0 0.0
H 1.30297 -0.61846 -0.38453 0.1 0.0 0.0
H 2.42410 -4.75415 -0.29799 0.0 0.0 0.0
H 0.73268 -4.25407 -0.25987 0.0 0.1 -0.1
H 1.71565 -4.08681 1.17368 0.0 0.0 0.0
H 2.00913 -1.60866 -2.34425 0.1 0.0 0.0
H 0.82937 -2.89604 -2.11520 0.0 0.0 0.0
H 2.52023 -3.28983 -2.45781 0.0 0.0 0.1
H 6.10780 -2.32774 0.67144 0.0 0.0 0.0
H 5.84685 -1.32497 2.10593 0.0 0.0 0.0
H 5.60534 -0.64522 0.49376 0.0 0.0 0.0
```
Positions in Å, forces in eV/Å.

Output
Calculated total energy in a.u.: -1778.97561
LUMO level (alpha / beta) in eV: -0.84 / -0.84
Charge: 0
Largest force on an atom in Eh/bohr: 0.0857
HOMO-LUMO gap (alpha / beta) in Eh: 0.258 / 0.301
HOMO level (alpha / beta) in eV: -7.864 / -9.040
Multiplicity: 3

These are the Mulliken partial charges, in e, on atoms 1 to 2: C -0.598; C -0.554



Formula: C33H60O30
Source: the OMol25 dataset
Level of theory: wB97M-V/def2-TZVPD

Structure (XYZ):
```
123
Properties=species:S:1:pos:R:3:forces:R:3
C -22.89100 0.93400 -0.36400 0.8 -1.6 1.5
C -22.47900 -0.56400 -0.47800 -3.7 1.2 1.2
C -23.18000 -1.42800 -1.58600 0.6 2.3 0.8
O -22.09200 -2.31700 -1.82300 -2.3 -1.0 -1.3
C -20.99200 -1.74900 -1.44100 5.5 -3.7 -2.5
O -19.88800 -2.20700 -1.75200 -1.8 0.8 0.7
O -21.14600 -0.71200 -0.74000 1.2 2.8 1.5
H -22.49900 1.49100 0.51500 0.3 -0.8 -0.5
H -23.94600 0.97300 -0.24400 -1.0 0.0 -0.3
H -22.59900 1.42300 -1.24300 0.3 0.8 -1.3
H -22.73700 -1.10200 0.44600 0.3 0.3 0.2
H -23.51200 -0.80600 -2.44800 0.5 -0.8 0.2
H -24.00500 -1.92200 -1.12700 -0.6 -0.5 0.0
C -25.67600 8.19200 0.74700 -0.9 -0.6 -1.1
C -26.47300 7.09300 0.06200 -0.7 -1.1 1.1
C -25.81700 5.73500 -0.21900 0.9 0.8 -0.9
O -26.60000 4.74000 0.45100 1.9 -0.6 -0.9
C -27.59200 5.28200 1.06700 -3.6 1.1 2.0
O -28.47600 4.65500 1.66200 2.4 1.8 -1.4
O -27.54800 6.67500 0.93200 -0.8 -1.5 0.6
H -24.93400 8.52100 0.05800 1.0 0.3 -0.4
H -25.27300 7.95600 1.70200 0.4 -0.6 0.7
H -26.34600 9.01300 0.85500 -0.6 0.7 0.2
H -26.91900 7.44100 -0.84700 -0.3 0.6 -0.5
H -24.81000 5.85400 0.20700 -0.1 -1.1 -0.3
H -25.87500 5.48700 -1.30500 0.5 0.2 0.9
C -28.70000 1.48300 -0.82300 -0.1 0.6 0.2
C -27.35500 1.38500 -0.04900 -3.7 0.7 -0.7
C -27.50200 1.35100 1.42500 -1.3 -0.8 0.4
O -26.61000 0.35100 1.75600 0.9 -1.0 2.7
C -26.22900 -0.33900 0.72800 2.2 -3.4 0.5
O -25.56600 -1.37700 0.84400 -1.5 2.3 -1.1
O -26.63200 0.25300 -0.38100 0.3 -1.7 -1.1
H -28.47200 1.92400 -1.79300 -0.3 0.3 0.1
H -29.54400 2.07200 -0.32400 1.5 -0.7 -0.4
H -29.05300 0.49700 -1.05100 -0.4 -0.7 0.2
H -26.82600 2.18800 -0.36600 2.0 2.6 -0.7
H -28.48200 1.03900 1.77400 -0.4 0.0 -0.2
H -27.24600 2.18500 1.99800 0.4 1.8 0.4
C -26.52300 -7.86700 4.41100 -1.1 1.7 0.4
O -26.88000 -7.19600 3.19300 -1.1 2.6 -1.8
C -27.33100 -5.88900 3.23600 0.8 3.0 6.3
O -27.40000 -5.15800 4.42000 0.3 -4.5 -6.9
O -27.58200 -5.34400 2.03600 0.8 -3.7 1.7
C -27.69000 -3.97700 1.87600 -1.2 2.3 -0.5
H -25.80800 -7.20300 4.90100 0.0 -0.6 0.3
H -26.17900 -8.85800 4.18500 0.4 -0.1 -0.4
H -27.46200 -7.93100 4.96000 0.3 -0.1 0.5
H -28.69900 -3.60000 2.23400 1.1 -0.5 -0.5
H -27.58400 -3.85300 0.76900 -0.2 0.2 1.0
H -26.91100 -3.40100 2.38700 0.0 -0.4 0.0
C -23.02800 -0.64300 3.45000 -0.4 -0.7 3.2
O -21.74200 -0.32600 2.96100 2.6 0.1 -1.0
C -20.95500 -1.31800 2.56700 -2.9 -7.3 -1.4
O -21.47900 -2.64200 2.53400 3.4 7.4 0.3
O -19.73000 -1.03400 2.04900 -3.3 2.6 2.0
C -18.94300 -2.13300 1.73100 -1.2 -1.9 -1.4
H -23.76300 -0.87100 2.72200 -0.4 -0.1 -1.0
H -23.36000 0.16700 4.12800 0.3 0.1 -0.9
H -22.97600 -1.50200 4.15300 0.1 0.2 -0.8
H -19.07300 -2.79800 2.56600 0.7 -0.8 0.1
H -17.93700 -1.83000 1.51200 0.3 0.4 0.2
H -19.40700 -2.58500 0.81800 0.7 0.0 0.7
C -24.17500 -4.98500 5.82700 -0.4 -0.4 1.4
O -24.03300 -5.46100 4.48200 0.8 0.2 0.1
C -24.20400 -4.58700 3.53500 -3.0 8.4 0.8
O -24.74800 -3.30500 3.74100 2.9 -7.3 -1.2
O -23.79000 -4.98700 2.37300 0.4 -1.9 1.0
C -24.07500 -4.26900 1.23800 -0.9 2.3 -3.3
H -23.31300 -5.23300 6.46900 -0.2 -0.9 -0.7
H -25.11000 -5.44700 6.18600 0.5 0.4 0.2
H -24.18000 -3.91700 5.98100 -0.6 0.4 -0.9
H -23.68000 -4.66900 0.27300 0.4 -0.5 1.4
H -23.73500 -3.22000 1.25000 0.0 -0.5 0.6
H -25.14100 -4.21600 0.97500 0.0 -0.1 0.8
C -24.37400 2.79200 1.81700 -1.5 0.1 1.0
O -23.15100 3.10300 2.52000 0.0 1.0 0.6
C -23.01800 4.32800 3.03900 -5.0 4.9 -1.8
O -23.93000 5.37200 2.80500 5.2 -5.8 1.3
O -21.93000 4.44600 3.75300 -0.3 -0.1 -0.2
C -21.59600 5.72500 4.34000 -1.4 0.4 -0.1
H -25.20700 3.43400 2.13500 0.5 0.1 0.4
H -24.71000 1.75000 2.08900 1.0 1.0 -0.6
H -24.30600 3.03000 0.76100 0.5 -0.5 -0.1
H -21.38500 6.47300 3.58900 0.3 -0.1 -0.4
H -20.77500 5.54800 4.99100 0.7 -0.3 0.3
H -22.42400 6.14000 4.92500 0.0 -0.4 -0.1
C -27.38900 3.15700 4.82200 2.2 0.2 0.6
O -28.01200 1.93500 4.68300 -1.4 -4.3 -0.4
C -27.37000 0.73500 4.75800 7.6 1.8 0.9
O -25.98100 0.71100 4.84000 -8.0 0.1 -0.6
O -28.16600 -0.32500 4.80500 0.6 1.6 -0.5
C -27.46200 -1.54800 4.85300 0.4 -3.5 -0.9
H -28.05200 3.88200 4.44500 -0.9 0.9 -0.3
H -26.46000 3.21200 4.25800 0.1 -0.1 0.0
H -27.15200 3.32000 5.87300 0.0 0.2 0.0
H -27.70200 -2.35000 4.10200 -1.0 1.4 0.1
H -27.61200 -2.12200 5.75300 -0.3 0.6 0.8
H -26.41700 -1.53600 4.65800 0.9 1.1 0.2
C -27.02300 -2.50200 -2.04800 0.0 0.6 0.6
O -26.09400 -3.52200 -1.63200 1.3 -0.8 -0.2
C -25.13600 -3.83600 -2.48500 1.8 4.4 -6.4
O -24.94500 -3.06400 -3.73400 -1.2 -5.0 7.4
O -24.30800 -4.78600 -2.05100 -2.3 1.8 1.5
C -23.28400 -5.26500 -2.85800 0.7 -0.8 -2.5
H -27.47900 -2.91700 -2.95400 -0.3 0.8 0.3
H -26.52800 -1.51000 -2.16300 -0.1 -1.0 -0.4
H -27.69300 -2.35500 -1.16500 0.2 -0.6 -0.9
H -22.75600 -4.45700 -3.38500 -0.5 -0.2 0.0
H -23.81000 -5.96700 -3.54600 0.9 0.5 0.0
H -22.51000 -5.82300 -2.32500 -0.6 0.2 0.6
C -27.28700 1.07500 -3.97600 -0.1 -1.1 -0.2
O -26.81000 2.39100 -3.65700 0.8 1.0 0.5
C -25.64100 2.46000 -3.05000 2.6 -6.2 3.8
O -25.07600 1.25400 -2.49400 -2.7 7.8 -3.6
O -25.17000 3.72300 -2.88000 -2.9 -1.7 -1.2
C -23.89200 3.87200 -2.36800 2.5 -0.2 -0.1
H -26.63100 0.67900 -4.74900 -0.1 -0.2 0.1
H -28.30700 1.12900 -4.35100 0.1 0.7 -0.1
H -27.34200 0.37600 -3.12900 0.6 0.6 -0.1
H -23.81000 3.47700 -1.36400 0.0 -0.2 0.1
H -23.55200 4.93100 -2.34500 -0.9 -0.6 -0.3
H -23.22000 3.33100 -3.05800 0.1 0.2 0.7
```
Positions in Å, forces in eV/Å.

Output
Calculated total energy in a.u.: -3550.29725
LUMO level in eV: 0.19
Structure (SMILES): C[C@H]1COC(=O)O1.C[C@H]1COC(=O)O1.C[C@H]1COC(=O)O1.COC(=O)OC.COC(=O)OC.COC(=O)OC.COC(=O)OC.COC(=O)OC.COC(=O)OC.COC(=O)OC
ΔE to the lowest compared entry with this formula, charge and spin in kJ/mol: 987.9
Charge: 0
Largest force on an atom in Eh/bohr: 0.1753
HOMO-LUMO gap in Eh: 0.354
HOMO level in eV: -9.443

These are the Mulliken partial charges, in e, on atoms 1 to 2: C -0.872; C 1.937